{
  "formula": "C20H53N7O8",
  "method": "the ωB97M-V functional and the def2-TZVPD basis",
  "mol_weight_g_mol": 519.685,
  "e_lumo_ev": 0.72,
  "smiles": "COCCNCCOC.COCCNCCOC.COCCNCCOC.NC(N)=O.NC(N)=O",
  "orbital_gap_ha": 0.3332,
  "total_energy_ev": -48408.565,
  "elements": ["C", "O", "N", "N", "H", "H", "H", "H", "C", "O", "N", "N", "H", "H", "H", "H", "C", "O", "C", "C", "N", "C", "C", "O", "C", "H", "H", "H", "H", "H", "H", "H", "H", "H", "H", "H", "H", "H", "H", "H", "C", "O", "C", "C", "N", "C", "C", "O", "C", "H", "H", "H", "H", "H", "H", "H", "H", "H", "H", "H", "H", "H", "H", "H", "C", "O", "C", "C", "N", "C", "C", "O", "C", "H", "H", "H", "H", "H", "H", "H", "H", "H", "H", "H", "H", "H", "H", "H"],
  "coordinates": [[0.908, -0.440, 1.158], [-0.050, -1.210, 1.007], [1.977, -0.795, 1.936], [0.990, 0.781, 0.553], [1.928, -1.734, 2.287], [2.807, -0.226, 1.976], [1.800, 1.334, 0.770], [0.420, 0.854, -0.292], [-1.801, 0.026, -1.941], [-0.805, 0.749, -1.952], [-2.725, 0.011, -2.951], [-2.078, -0.813, -0.898], [-3.557, -0.543, -2.884], [-2.570, 0.525, -3.797], [-1.343, -0.989, -0.193], [-2.917, -1.362, -0.875], [-1.817, -2.384, -5.689], [-1.616, -3.540, -4.899], [-0.696, -3.359, -3.841], [-0.432, -4.725, -3.214], [0.746, -4.694, -2.316], [0.493, -3.842, -1.136], [1.086, -4.484, 0.089], [0.510, -5.734, 0.429], [-0.847, -5.643, 0.810], [-1.777, -2.625, -6.750], [-1.053, -1.610, -5.550], [-2.765, -1.938, -5.373], [-1.210, -2.732, -3.096], [0.275, -2.895, -4.056], [-0.388, -5.497, -3.980], [-1.295, -4.964, -2.568], [0.715, -5.637, -1.927], [-0.576, -3.628, -1.010], [0.979, -2.881, -1.320], [1.057, -3.837, 0.979], [2.164, -4.632, -0.030], [-1.023, -4.874, 1.568], [-1.132, -6.635, 1.150], [-1.483, -5.396, -0.050], [-1.525, 2.008, 2.835], [-2.149, 3.152, 2.302], [-2.190, 3.072, 0.884], [-3.077, 4.190, 0.381], [-4.479, 3.812, 0.504], [-5.384, 4.900, 0.191], [-6.829, 4.402, 0.282], [-7.224, 4.337, 1.648], [-7.855, 5.508, 2.075], [-2.215, 1.153, 2.834], [-1.329, 2.157, 3.901], [-0.584, 1.740, 2.352], [-2.641, 2.121, 0.579], [-1.185, 3.167, 0.461], [-2.875, 4.377, -0.679], [-2.845, 5.126, 0.912], [-4.657, 3.320, 1.367], [-5.127, 5.297, -0.794], [-5.276, 5.736, 0.901], [-6.917, 3.417, -0.170], [-7.472, 5.102, -0.266], [-7.276, 6.423, 1.881], [-7.970, 5.488, 3.158], [-8.833, 5.655, 1.602], [2.687, 3.619, 2.039], [3.235, 2.410, 1.519], [4.339, 2.619, 0.672], [4.719, 1.268, 0.082], [5.245, 0.318, 1.051], [5.249, -1.042, 0.493], [5.899, -2.016, 1.441], [7.298, -1.973, 1.298], [7.973, -2.942, 2.064], [2.124, 4.130, 1.255], [3.481, 4.244, 2.458], [2.042, 3.355, 2.876], [5.207, 3.046, 1.189], [4.077, 3.262, -0.179], [5.466, 1.428, -0.714], [3.853, 0.858, -0.444], [6.211, 0.538, 1.262], [5.929, -1.042, -0.377], [4.253, -1.357, 0.196], [5.536, -3.047, 1.326], [5.652, -1.770, 2.489], [7.834, -2.709, 3.126], [9.037, -2.885, 1.834], [7.671, -3.957, 1.777]],
  "mulliken_charge": [0.51, -0.79, -0.30, 0.17, 0.29, 0.04, 0.00, 0.17, 0.69, -0.84, -0.38, -0.16, 0.15, 0.23, 0.10, 0.21, -0.66, -0.37, 0.09, -0.63, -0.52, -0.20, -0.54, -0.44, -0.55, 0.28, 0.30, 0.20, -0.06, 0.32, 0.45, 0.24, 0.34, 0.18, 0.26, 0.29, 0.34, 0.29, 0.26, 0.15, -0.40, -0.42, -0.28, -0.80, -0.25, -0.47, -0.62, -0.33, -0.75, 0.29, 0.35, -0.04, 0.24, 0.33, 0.38, 0.32, 0.25, 0.35, 0.26, 0.34, 0.38, 0.31, 0.27, 0.29, -0.88, -0.37, -0.72, -0.78, -0.23, -0.62, -0.76, -0.32, -0.73, 0.31, 0.34, 0.25, 0.40, 0.42, 0.47, 0.37, 0.27, 0.38, 0.46, 0.46, 0.32, 0.30, 0.25, 0.30]
}